Record 1
14
Properties=species:S:1:pos:R:3:forces:R:3:mulliken_charge:R:1 method="wB97M-V/def2-TZVPD" de_lowest_kcal_mol=95.3 gap_ha=0.307 total_charge=0 e_tot_ha=-324.572522 largest_force_ev_per_a=0.66
C 0.386 -1.173 -1.436 -0.07 -0.05 -0.08 -0.89
N 0.359 -0.004 -0.543 -0.02 -0.08 -0.03 0.20
C -0.394 1.326 -1.048 -0.21 0.06 0.39 -0.99
C -0.799 1.783 0.169 -0.16 0.08 -0.26 -0.21
C -0.596 0.876 1.296 0.08 -0.07 0.04 -0.46
C 0.079 -0.191 0.858 -0.09 0.34 -0.18 0.36
O 0.523 -1.341 1.431 -0.01 0.10 0.04 -0.48
H -0.587 -1.667 -1.418 0.12 0.14 0.04 0.31
H 1.163 -1.882 -1.134 -0.15 0.19 -0.01 0.31
H 0.576 -0.787 -2.438 -0.03 -0.10 0.09 0.37
H 1.190 0.584 -0.702 0.45 -0.39 0.31 0.42
H -1.252 2.761 0.282 -0.08 -0.14 -0.02 0.38
H -0.936 1.035 2.315 0.11 -0.03 -0.15 0.36
H 0.285 -1.319 2.368 0.07 -0.06 -0.19 0.33



Record 2
23
Properties=species:S:1:pos:R:3:forces:R:3:mulliken_charge:R:1 method="wB97M-V/def2-TZVPD" smiles="NC(=O)CC[C@H](OC=O)P(=O)(O)O" gap_ha=0.360 total_charge=0 e_tot_ha=-1044.085951 largest_force_ev_per_a=5.39
N 3.026 0.322 1.396 0.01 0.07 -1.06 -0.52
C 2.932 0.467 -0.062 3.01 -0.21 -1.95 0.20
O 4.013 0.539 -0.704 -3.62 0.22 1.58 -0.56
C 1.544 0.501 -0.875 -0.17 -0.48 1.03 -0.49
C 0.282 0.773 0.081 0.04 -0.42 -0.25 -0.65
C -1.065 0.286 -0.688 0.96 0.99 -0.37 -0.25
O -2.163 1.225 -0.588 0.17 -0.31 1.71 -0.39
C -2.541 1.483 0.759 0.14 1.67 2.35 0.21
O -2.019 2.302 1.521 -1.16 -2.52 -3.04 -0.45
P -1.475 -1.496 -0.221 3.17 -4.12 1.44 0.99
O -0.195 -2.168 0.334 -3.20 1.97 -1.32 -0.64
O -2.709 -1.658 0.920 1.14 0.51 -2.30 -0.50
O -1.871 -2.341 -1.651 0.04 2.42 1.67 -0.52
H 3.132 -0.683 1.609 -0.46 0.59 -0.08 0.27
H 3.934 0.752 1.658 -0.73 -0.47 -0.42 0.32
H 1.591 1.297 -1.698 0.21 -1.11 1.29 0.37
H 1.433 -0.520 -1.393 0.32 1.41 0.89 0.26
H 0.367 0.217 1.079 0.06 0.92 -1.55 0.41
H 0.231 1.893 0.263 -0.27 -1.49 -0.15 0.47
H -0.769 0.265 -1.803 -0.81 -0.07 1.57 0.42
H -3.460 0.905 1.146 1.23 0.51 -1.07 0.35
H -2.723 -2.564 1.297 0.34 0.57 -0.37 0.35
H -1.495 -1.796 -2.378 -0.42 -0.65 0.38 0.34



Record 3
8
Properties=species:S:1:pos:R:3:forces:R:3:mulliken_charge:R:1 method="wB97M-V/def2-TZVPD" de_lowest_kcal_mol=49.8 gap_ha=0.415 total_charge=0 e_tot_ha=-742.757171 largest_force_ev_per_a=4.15
C 0.524 0.863 0.581 2.82 -0.32 0.75 0.16
C 0.085 -1.137 -0.451 -1.27 -2.32 -1.45 0.15
N -0.591 1.383 0.531 -1.96 0.76 0.21 -0.22
O 0.980 -0.198 -0.228 0.86 3.12 2.60 -0.27
O -0.696 -1.683 0.265 1.02 0.00 0.62 -0.45
Cl -1.726 0.665 -0.494 -0.89 1.14 -0.60 -0.07
H 1.220 1.389 1.303 -0.32 -1.20 -1.19 0.35
H 0.204 -1.284 -1.508 -0.26 -1.16 -0.93 0.35



Record 4
112
Properties=species:S:1:pos:R:3:forces:R:3:mulliken_charge:R:1 method="wB97M-V/def2-TZVPD" gap_ha=0.259 total_charge=-1 e_tot_ha=-4301.751099 largest_force_ev_per_a=0.64
C 6.587 -1.948 1.221 -0.23 0.25 -0.14 -1.55
C 5.555 -1.570 0.141 0.20 -0.20 0.05 0.71
O 5.803 -0.312 -0.445 -0.14 0.32 0.04 -0.39
C 6.877 -0.281 -1.360 -0.09 -0.24 -0.21 -0.57
C 6.485 -0.485 -2.849 -0.18 -0.04 0.27 -1.12
C 4.997 -0.655 -3.161 0.10 0.04 -0.06 0.72
C 4.089 0.559 -3.002 -0.15 -0.11 -0.29 -0.43
C 2.620 0.206 -3.349 0.29 0.11 0.55 -0.71
Ga 1.268 0.505 -1.827 -0.24 -0.07 -0.18 -0.90
C 0.128 2.093 -2.357 0.13 0.02 0.06 -1.09
C 0.279 -1.282 -1.589 0.02 0.55 0.00 -0.96
C -1.155 -1.294 -1.178 -0.19 -0.01 0.13 0.72
C -1.779 -2.665 -0.961 0.30 -0.06 -0.43 -0.98
N -1.841 -0.234 -1.000 0.04 -0.03 0.03 -0.54
C 2.318 0.856 -0.073 -0.29 0.21 -0.15 0.73
Cl 1.661 -0.143 1.328 0.07 -0.16 0.04 -0.29
C 2.359 2.300 0.398 0.02 -0.08 0.39 -0.76
C 0.995 2.888 0.789 0.13 0.18 -0.07 -1.16
H 7.363 -1.186 1.239 0.17 -0.03 0.03 0.38
H 7.035 -2.920 1.038 0.10 -0.10 0.03 0.35
H 6.116 -1.955 2.200 0.02 -0.06 0.13 0.38
H 5.530 -2.344 -0.632 -0.11 -0.06 -0.06 -0.18
H 4.572 -1.497 0.594 -0.23 0.00 -0.10 0.22
H 7.377 0.676 -1.232 -0.01 0.14 0.05 0.35
H 7.591 -1.061 -1.084 0.19 0.03 0.04 0.37
H 7.002 -1.378 -3.201 0.09 -0.04 -0.15 0.37
H 6.863 0.353 -3.436 0.10 0.08 -0.04 0.38
H 4.922 -0.954 -4.210 0.02 -0.15 -0.07 0.60
H 4.602 -1.499 -2.593 -0.09 0.12 0.12 -1.12
H 4.462 1.344 -3.669 0.06 0.07 -0.03 0.27
H 4.175 0.954 -1.995 0.13 0.06 0.21 0.14
H 2.573 -0.850 -3.628 -0.04 -0.09 -0.15 0.41
H 2.293 0.782 -4.216 -0.09 -0.01 -0.11 0.55
H -0.438 1.850 -3.258 -0.04 -0.07 -0.10 0.40
H 0.751 2.961 -2.594 0.08 0.04 -0.02 0.31
H -0.592 2.395 -1.600 -0.10 -0.04 0.09 0.21
H 0.823 -1.869 -0.840 0.06 -0.02 0.03 0.33
H 0.358 -1.848 -2.524 -0.02 0.03 -0.07 0.68
H -1.642 -2.992 0.068 -0.08 0.04 0.15 0.23
H -1.267 -3.393 -1.591 -0.09 -0.12 -0.01 0.19
H -2.833 -2.667 -1.232 -0.18 -0.01 0.22 0.21
H -2.783 -0.507 -0.711 -0.09 0.08 -0.02 0.26
H 3.340 0.507 -0.154 0.22 -0.17 -0.03 -0.40
H 3.030 2.377 1.262 0.09 0.05 0.02 0.51
H 2.820 2.896 -0.390 0.00 -0.01 -0.19 0.37
H 0.191 2.181 0.609 -0.10 -0.10 -0.05 0.20
H 0.780 3.791 0.219 -0.09 0.05 -0.07 0.34
H 0.975 3.161 1.844 -0.03 -0.03 0.12 0.34
C 1.529 0.723 4.716 0.00 0.00 -0.01 -0.63
O 0.955 0.436 5.988 0.06 0.02 0.04 -0.39
C 0.908 1.556 6.846 -0.06 -0.10 -0.01 -0.52
C -0.427 2.269 6.758 0.05 0.12 -0.04 -0.51
O -0.630 2.826 5.474 -0.09 0.04 0.03 -0.34
C -1.428 2.023 4.615 -0.04 -0.02 0.03 -0.61
H 1.271 -0.085 4.039 0.03 -0.06 0.05 0.22
H 1.134 1.653 4.305 0.08 -0.02 -0.04 0.22
H 2.619 0.794 4.786 -0.01 0.00 0.02 0.38
H 1.713 2.259 6.606 0.02 0.02 0.00 0.30
H 1.063 1.199 7.871 -0.02 0.01 -0.02 0.40
H -0.445 3.090 7.483 0.00 -0.02 0.00 0.39
H -1.237 1.575 7.011 -0.01 -0.02 -0.01 0.32
H -2.488 2.126 4.864 -0.01 -0.01 0.00 0.32
H -1.138 0.972 4.663 0.00 0.01 0.01 0.47
H -1.273 2.380 3.599 0.00 0.01 -0.02 -0.04
C 4.739 -4.348 -3.062 0.05 -0.03 0.06 -0.45
O 3.949 -4.805 -1.981 0.00 -0.04 -0.07 -0.48
C 2.895 -3.909 -1.642 0.04 0.01 0.08 0.47
C 1.566 -4.352 -2.206 -0.13 -0.08 0.02 0.26
O 1.557 -4.352 -3.628 0.07 -0.04 -0.02 -0.36
C 1.768 -5.627 -4.194 -0.01 0.07 0.01 -0.83
H 5.353 -5.185 -3.395 0.01 -0.02 0.03 0.32
H 4.123 -4.002 -3.895 0.00 0.03 -0.01 0.28
H 5.397 -3.530 -2.746 -0.02 -0.03 -0.06 0.07
H 3.131 -2.898 -1.986 -0.08 0.02 0.00 -0.42
H 2.822 -3.881 -0.551 -0.01 0.02 0.01 0.37
H 0.796 -3.653 -1.870 0.20 -0.21 -0.05 -0.58
H 1.313 -5.349 -1.828 0.03 -0.06 -0.01 0.45
H 0.874 -6.254 -4.087 0.02 -0.04 0.02 0.32
H 2.619 -6.138 -3.736 0.00 -0.02 0.00 0.35
H 1.969 -5.484 -5.255 -0.03 0.01 -0.02 0.24
C -3.005 4.409 2.346 0.03 -0.05 0.02 -0.91
O -3.764 4.135 3.515 -0.10 0.09 -0.11 -0.33
C -3.846 5.228 4.408 0.07 -0.17 0.06 -0.42
C -5.165 5.961 4.293 -0.02 0.11 -0.02 -0.65
O -5.328 6.586 3.032 0.02 -0.01 -0.01 -0.37
C -6.109 5.834 2.122 0.02 0.00 0.00 -0.69
H -3.193 3.606 1.636 0.02 -0.03 0.02 0.28
H -3.296 5.360 1.893 -0.01 0.01 -0.01 0.41
H -1.936 4.433 2.575 0.01 0.04 -0.01 0.39
H -3.014 5.920 4.247 0.00 0.03 -0.01 0.35
H -3.756 4.828 5.424 0.02 0.03 0.01 0.37
H -5.200 6.747 5.054 0.00 -0.01 0.00 0.38
H -5.991 5.268 4.484 -0.01 -0.02 0.00 0.34
H -7.170 5.877 2.394 0.00 -0.04 0.01 0.32
H -5.789 4.791 2.084 -0.01 0.00 0.00 0.29
H -5.980 6.280 1.137 -0.01 0.03 0.01 0.25
C -5.006 -1.276 -2.951 0.08 0.07 0.05 -0.91
O -5.488 -1.815 -1.729 -0.04 -0.10 -0.10 -0.32
C -6.705 -1.244 -1.291 0.12 0.02 0.10 -0.57
C -7.893 -2.127 -1.604 -0.10 0.02 -0.05 -0.52
O -8.106 -2.274 -2.998 0.03 0.01 -0.01 -0.38
C -7.567 -3.470 -3.529 0.00 0.02 0.00 -0.66
H -4.219 -1.934 -3.311 0.03 0.00 0.04 0.25
H -5.795 -1.217 -3.705 -0.02 0.00 0.01 0.45
H -4.577 -0.283 -2.788 -0.01 0.01 -0.04 0.37
H -6.846 -0.253 -1.734 -0.02 0.01 -0.02 0.37
H -6.638 -1.122 -0.205 -0.02 0.02 0.00 0.38
H -8.794 -1.670 -1.182 0.01 0.00 0.01 0.38
H -7.759 -3.107 -1.134 0.01 -0.02 0.01 0.31
H -8.180 -4.332 -3.242 0.03 -0.02 0.02 0.32
H -6.540 -3.632 -3.196 0.00 -0.01 0.00 0.26
H -7.577 -3.378 -4.614 -0.03 0.00 0.00 0.24



Record 5
151
Properties=species:S:1:pos:R:3:forces:R:3:mulliken_charge:R:1 method="wB97M-V/def2-TZVPD" de_lowest_kcal_mol=129.1 gap_ha="0.099 / 0.099" total_charge=-1 e_tot_ha=-6905.502118 largest_force_ev_per_a=2.17
Cs 0.078 -1.314 0.011 0.43 0.56 0.79 1.84
N -3.093 -2.674 -3.416 0.08 -0.09 -0.24 -0.32
C -2.727 -2.077 -2.229 -1.36 -0.17 0.06 -0.33
S -1.842 -0.614 -2.355 1.05 1.87 -0.28 -0.28
N -3.200 -2.637 -1.154 -0.49 -1.02 -1.00 -1.15
N -2.784 -2.336 0.064 0.26 0.73 1.20 1.22
C -3.495 -2.631 1.105 -0.06 0.02 -1.26 -0.59
C -4.867 -3.182 1.076 -0.14 -0.20 -0.26 0.31
C -5.829 -2.642 0.229 0.11 0.07 0.09 -0.17
C -7.106 -3.171 0.188 -0.15 -0.02 -0.02 -0.82
C -7.439 -4.253 0.985 -0.05 0.00 0.02 -0.39
C -6.485 -4.805 1.824 -0.06 -0.14 0.11 -0.79
C -5.210 -4.275 1.875 0.17 0.13 -0.12 -0.19
C -2.881 -2.394 2.409 0.24 0.37 1.07 0.09
C -3.661 -2.205 3.564 0.05 0.06 -0.46 -0.56
C -3.035 -1.925 4.761 0.26 -0.02 0.17 -0.74
C -1.649 -1.875 4.801 -0.27 0.00 -0.02 -0.58
C -0.961 -2.082 3.614 0.21 0.12 0.40 -0.52
N -1.549 -2.317 2.459 -0.19 -0.24 -0.36 0.07
H -2.519 -2.418 -4.204 -0.02 -0.03 0.10 0.20
H -3.304 -3.660 -3.348 -0.06 0.02 0.09 0.26
H -5.574 -1.787 -0.376 0.03 0.05 -0.13 0.59
H -7.845 -2.737 -0.469 -0.08 0.06 -0.07 0.40
H -8.439 -4.662 0.967 -0.06 -0.03 -0.06 0.39
H -6.736 -5.655 2.443 -0.01 -0.04 0.04 0.38
H -4.465 -4.703 2.532 0.01 -0.05 0.01 0.56
H -4.739 -2.247 3.508 -0.01 0.00 -0.03 0.50
H -3.620 -1.747 5.656 0.00 -0.02 -0.02 0.41
H -1.118 -1.675 5.719 0.08 0.02 0.06 0.48
H 0.120 -2.043 3.591 0.17 0.05 -0.01 0.46
C 2.282 -0.236 2.050 -0.29 1.33 0.57 -1.12
Si 1.997 1.278 3.026 0.30 -1.29 -0.46 0.24
C 0.145 1.602 3.481 0.44 0.20 0.02 -0.50
N -0.739 1.897 2.362 -0.08 -0.05 0.02 0.49
C -2.135 1.651 2.656 -0.18 -0.06 0.13 0.84
C -2.729 2.595 3.728 0.15 -0.12 -0.10 -0.77
C -2.133 4.003 3.599 -0.09 0.04 -0.04 -0.95
C -1.676 4.235 2.165 0.16 -0.07 0.15 -0.34
C -0.573 3.228 1.784 -0.03 0.10 -0.31 0.02
C 2.775 2.784 2.156 -0.19 -0.34 0.26 -0.14
C 2.667 2.928 0.777 -0.04 -0.01 -0.23 0.09
C 3.278 3.976 0.110 0.00 0.08 -0.14 -0.96
C 4.034 4.900 0.813 0.06 0.13 -0.04 -0.76
C 4.159 4.770 2.186 0.12 0.21 -0.03 -0.85
C 3.527 3.729 2.843 -0.01 0.05 0.18 -0.35
C 2.863 1.203 4.737 -0.36 -0.02 -0.20 0.30
C 2.161 1.000 5.921 -0.11 0.11 -0.06 -0.65
C 2.807 0.750 7.119 0.08 -0.10 0.29 -0.70
C 4.189 0.681 7.159 -0.02 0.02 0.16 -0.50
C 4.912 0.866 5.991 0.17 0.04 -0.05 -0.79
C 4.252 1.117 4.802 0.05 0.09 -0.05 0.00
H 2.364 -1.168 2.598 -0.08 -0.24 0.13 0.30
H 3.030 -0.176 1.270 0.10 0.01 -0.25 0.57
H 0.071 2.367 4.269 -0.01 0.04 0.19 0.31
H -0.208 0.664 3.917 0.07 -0.11 0.11 -0.28
H -2.251 0.614 2.977 -0.03 -0.05 -0.07 -0.63
H -2.689 1.764 1.719 -0.09 -0.06 0.00 -0.11
H -2.533 2.193 4.725 -0.05 0.00 0.00 0.25
H -3.814 2.631 3.597 -0.04 -0.03 0.04 0.49
H -1.276 4.121 4.264 0.02 -0.02 0.05 0.21
H -2.869 4.756 3.890 0.03 0.02 0.04 0.52
H -1.297 5.251 2.044 0.00 0.02 -0.10 0.53
H -2.537 4.124 1.504 -0.08 0.05 -0.12 0.13
H 0.395 3.626 2.091 -0.08 -0.03 -0.06 0.06
H -0.556 3.117 0.691 0.09 0.15 0.04 -0.48
H 2.091 2.203 0.219 -0.07 -0.15 -0.12 1.04
H 3.164 4.081 -0.962 -0.02 -0.03 -0.12 0.56
H 4.515 5.723 0.301 0.03 0.01 -0.06 0.39
H 4.752 5.486 2.740 0.01 0.03 0.05 0.34
H 3.626 3.649 3.917 0.03 -0.01 0.11 0.48
H 1.081 1.033 5.908 -0.16 0.03 0.05 0.19
H 2.231 0.603 8.025 -0.02 -0.02 0.05 0.38
H 4.705 0.489 8.090 0.00 -0.04 0.07 0.35
H 5.993 0.806 6.013 0.04 0.00 -0.02 0.40
H 4.823 1.247 3.892 0.09 -0.05 -0.09 0.28
S 3.419 0.411 -3.169 -0.76 0.17 -0.95 -0.40
C 4.319 0.180 -1.812 0.64 -0.39 0.54 -0.04
N 4.910 1.168 -1.089 -0.03 -0.15 -0.05 -0.13
C 5.471 0.654 0.146 0.14 0.11 0.41 0.28
C 5.485 -0.866 -0.106 0.29 -0.15 0.28 -0.59
N 4.640 -1.003 -1.271 0.03 0.54 -0.06 0.37
H 4.567 2.113 -1.147 -0.11 -0.13 -0.08 0.21
H 4.844 0.921 1.007 0.07 -0.09 -0.10 -0.44
H 6.474 1.065 0.305 -0.08 -0.15 0.04 0.30
H 5.076 -1.438 0.730 0.05 0.12 0.00 0.31
H 6.498 -1.231 -0.318 -0.11 0.01 0.03 0.39
H 4.462 -1.902 -1.701 -0.16 0.29 0.01 -0.11
C -3.142 0.090 -6.172 0.50 0.35 0.45 -0.89
Si -1.560 1.089 -5.753 -0.05 -0.57 -1.19 0.53
C -1.422 2.411 -7.149 0.04 -0.21 0.76 -1.20
C 0.011 0.020 -5.659 -0.57 0.38 0.19 -0.79
Si -1.840 2.143 -3.673 -0.43 -0.88 -0.15 -0.14
Si -4.015 2.366 -2.797 -1.46 0.43 0.79 0.42
C -5.086 3.293 -4.105 0.71 -0.28 0.29 -1.11
C -4.965 0.786 -2.292 0.65 0.29 -0.30 -0.74
C -3.878 3.456 -1.222 0.16 -0.38 -0.66 -0.80
Si -0.251 3.917 -3.407 1.48 1.37 0.49 0.52
C -0.170 4.718 -1.671 -0.31 -0.62 -0.51 -0.22
C 1.550 3.519 -3.923 -0.94 -0.31 0.08 -0.70
C -0.826 5.345 -4.570 -0.43 -0.89 0.17 -1.19
H -2.990 -0.625 -6.976 0.19 -0.07 -0.15 0.40
H -3.947 0.755 -6.476 -0.07 0.17 -0.04 0.34
H -3.484 -0.457 -5.299 -0.08 -0.16 0.19 0.07
H -1.437 1.979 -8.147 0.00 -0.29 -0.03 0.41
H -0.503 2.981 -7.054 0.23 0.13 0.01 0.30
H -2.248 3.114 -7.092 -0.18 0.11 0.03 0.35
H 0.249 -0.499 -6.583 -0.12 0.02 -0.27 0.42
H -0.105 -0.724 -4.876 -0.03 -0.11 0.15 0.18
H 0.875 0.620 -5.386 0.16 0.15 0.04 0.16
H -5.054 2.782 -5.062 0.00 -0.16 -0.20 0.27
H -4.716 4.300 -4.269 0.12 0.25 -0.03 0.33
H -6.130 3.373 -3.814 -0.12 -0.10 0.25 0.38
H -5.055 0.086 -3.117 0.00 -0.14 -0.20 0.44
H -5.966 1.003 -1.925 -0.10 0.33 -0.04 0.56
H -4.423 0.272 -1.505 0.13 -0.05 0.14 -0.28
H -3.338 4.377 -1.425 0.08 0.16 -0.04 0.35
H -3.328 2.916 -0.454 0.11 -0.09 0.11 -0.23
H -4.846 3.729 -0.807 -0.21 -0.09 -0.07 0.55
H 0.429 4.124 -0.990 0.14 -0.16 0.12 -0.45
H -1.155 4.824 -1.229 -0.23 0.02 0.14 0.15
H 0.272 5.709 -1.714 0.14 0.14 -0.25 0.50
H 1.912 2.590 -3.490 0.09 -0.10 0.11 -0.17
H 2.226 4.312 -3.606 -0.13 0.19 0.13 0.41
H 1.647 3.424 -5.002 -0.04 -0.03 -0.22 0.39
H -1.796 5.731 -4.274 -0.25 0.10 0.09 0.34
H -0.911 5.021 -5.602 -0.01 -0.09 -0.26 0.29
H -0.128 6.178 -4.548 0.31 -0.06 0.23 0.37
Ge 2.170 -3.686 -0.843 0.67 -0.73 -0.48 -0.42
C 4.133 -4.109 -1.124 -0.34 -0.01 0.04 -0.64
C 5.050 -4.334 -0.102 -0.04 -0.01 0.29 0.08
C 6.379 -4.627 -0.354 0.21 -0.06 0.06 -0.89
C 6.848 -4.655 -1.657 0.21 -0.08 -0.02 -0.38
C 5.972 -4.377 -2.693 0.18 0.02 -0.18 -0.65
C 4.642 -4.106 -2.422 -0.13 -0.06 -0.20 0.10
C 1.538 -5.413 -0.025 0.08 0.28 0.00 0.02
C 0.293 -5.894 -0.421 -0.11 0.12 -0.14 -0.10
C -0.275 -7.016 0.152 -0.19 -0.11 0.02 -0.70
C 0.394 -7.689 1.162 -0.08 -0.20 0.13 -0.34
C 1.623 -7.218 1.592 0.00 -0.15 0.12 -0.75
C 2.177 -6.095 1.003 0.21 0.07 0.11 0.03
H 1.842 -4.236 -2.314 -0.15 0.22 0.02 -0.20
H 4.728 -4.284 0.931 -0.07 -0.02 0.11 0.53
H 7.053 -4.846 0.467 0.01 0.05 0.02 0.35
H 7.883 -4.898 -1.863 0.03 0.02 -0.01 0.37
H 6.327 -4.391 -3.718 -0.01 0.04 -0.02 0.38
H 3.959 -3.892 -3.236 0.01 -0.08 -0.11 0.33
H -0.243 -5.359 -1.201 -0.05 -0.07 -0.06 0.35
H -1.245 -7.366 -0.182 -0.04 -0.02 -0.02 0.36
H -0.037 -8.567 1.623 -0.07 -0.06 0.00 0.35
H 2.145 -7.727 2.393 0.03 -0.01 0.00 0.37
H 3.134 -5.744 1.365 0.10 0.01 0.02 0.15